Density functional theory data (wB97M-V/def2-TZVPD) for 5 unconnected molecules or ions with the total composition C6H22N2O5 at a distorted geometry.

Properties
- Spin multiplicity: 1
- HOMO level: -8.68 eV
- E_LUMO: 0.09 eV
- Kohn-Sham gap: 8.77 eV
- Net charge: 0
- Largest force on an atom: 8.4 eV/A
- ΔE to the lowest compared entry with this formula, charge and spin: 0.0 kcal/mol

Last columns: bonded neighbours and bond lengths (Å).
Element x y z (Å)
1 N 2.197 1.716 0.010  C2 1.277, H5 1.059, H6 1.005
2 C 2.602 1.304 -1.129  N1 1.277, N3 1.325, O4 1.400
3 N 1.647 1.310 -2.048  C2 1.325, H7 1.038, H8 1.031
4 O 3.904 0.824 -1.316  C2 1.400
5 H 2.845 1.766 0.846  N1 1.059
6 H 1.270 1.989 0.286  N1 1.005
7 H 1.975 1.335 -3.032  N3 1.038
8 H 0.736 1.762 -1.877  N3 1.031
9 C 0.283 -1.398 0.589  C10 1.530, H12 1.089, H13 1.089, H14 1.113
10 C 1.779 -1.501 0.891  C9 1.530, O11 1.405, H15 1.091, H16 1.047
11 O 2.010 -2.696 1.592  C10 1.405, H17 0.927
12 H 0.237 -0.445 0.063  C9 1.089
13 H -0.253 -1.350 1.536  C9 1.089
14 H 0.102 -2.237 -0.119  C9 1.113
15 H 2.069 -0.635 1.487  C10 1.091
16 H 2.341 -1.503 0.008  C10 1.047
17 H 2.925 -2.729 1.734  O11 0.927
18 C -2.931 -2.563 -0.431  O19 1.422, H20 1.158, H21 1.089, H22 1.117
19 O -2.927 -3.395 -1.584  C18 1.422, H23 0.932
20 H -3.994 -2.411 0.002  C18 1.158
21 H -2.476 -1.581 -0.552  C18 1.089
22 H -2.415 -3.169 0.353  C18 1.117
23 H -2.983 -4.284 -1.309  O19 0.932
24 C -1.650 1.395 -1.510  O25 1.444, H26 1.108, H27 1.146, H28 1.105
25 O -0.714 2.466 -1.261  C24 1.444, H29 0.937
26 H -1.363 0.474 -0.964  C24 1.108
27 H -1.791 1.346 -2.646  C24 1.146
28 H -2.654 1.657 -1.131  C24 1.105
29 H -0.748 2.852 -0.408  O25 0.937
30 C -0.574 1.331 1.986  O31 1.425, H32 1.078, H33 1.102, H34 1.084
31 O 0.062 2.494 1.464  C30 1.425, H35 0.997
32 H 0.147 0.576 2.256  C30 1.078
33 H -1.326 0.963 1.269  C30 1.102
34 H -1.137 1.564 2.882  C30 1.084
35 H 0.801 2.779 2.070  O31 0.997

=====

Density functional theory data (wB97M-V/def2-TZVPD) for 2 unconnected molecules or ions with the total composition C5H14NO at a distorted geometry.

Properties
- Spin multiplicity: 2
- HOMO level (alpha / beta): -18.94 / -18.93 eV
- E_LUMO (alpha / beta): -8.36 / -14.21 eV
- Kohn-Sham gap (alpha / beta): 10.58 / 4.72 eV
- Net charge: +2
- Largest force on an atom: 2.8 eV/A
- ΔE to the lowest compared entry with this formula, charge and spin: 61.9 kcal/mol

Last columns: bonded neighbours and bond lengths (Å).
Element x y z (Å)
1 C 1.559 1.001 1.765  C2 1.468, H7 1.137, H8 1.113, H9 1.079
2 C 1.813 -0.157 0.900  C1 1.468, C3 1.569, H10 1.143, H11 1.087
3 C 1.440 0.129 -0.597  C2 1.569, C4 1.552, H12 1.093, H13 1.097
4 C -0.085 0.347 -0.789  C3 1.552, N6 1.474, H14 1.092, H15 1.089
5 C -1.776 -0.916 -1.900  N6 1.265, H16 1.086, H17 1.087
6 N -0.783 -0.910 -1.117  C4 1.474, C5 1.265, H18 1.012
7 H 2.530 1.265 2.293  C1 1.137
8 H 1.530 1.982 1.240  C1 1.113
9 H 0.732 0.956 2.457  C1 1.079
10 H 2.935 -0.297 0.727  C2 1.143
11 H 1.297 -1.038 1.276  C2 1.087
12 H 1.970 0.976 -1.039  C3 1.093
13 H 1.738 -0.665 -1.293  C3 1.097
14 H -0.598 0.729 0.097  C4 1.092
15 H -0.232 1.034 -1.620  C4 1.089
16 H -2.423 -1.764 -2.107  C5 1.086
17 H -2.142 -0.044 -2.437  C5 1.087
18 H -0.431 -1.751 -0.679  N6 1.012
19 H -3.089 -0.886 1.482  O21 0.966
20 H -3.312 0.330 0.520  O21 0.960
21 O -2.672 -0.320 0.820  H19 0.966, H20 0.960